1.
Molecular formula: C29H30AsCl3F3N2O10S6V
Method: DFT, ωB97M-V with the def2-TZVPD basis set

```
85
Properties=species:S:1:pos:R:3:forces:R:3:mulliken_spin:R:1
V -0.363139 -0.412573 -0.223909 -0.45 -0.02 -0.24 2.397
C -0.580544 4.814493 0.681348 0.23 -0.19 -0.07 0.003
C -0.880165 3.393601 1.171892 -0.14 0.07 0.03 0.026
S -2.630331 2.871976 1.043118 0.02 0.02 0.14 -0.001
C -3.353844 3.856281 -0.292255 0.19 -0.10 0.02 0.000
C -2.806204 3.688757 -1.730690 -0.04 -0.29 0.06 0.000
S -1.279243 2.715352 -1.872048 -0.03 0.41 -0.22 0.032
C -0.191053 3.875723 -2.736966 -0.18 0.01 0.17 0.003
C 0.176077 5.156728 -1.995198 0.09 -0.19 0.06 -0.001
S 0.917451 4.967901 -0.352784 -0.06 -0.05 0.05 0.000
H -0.439632 5.493208 1.520854 -0.10 0.02 0.03 0.000
H -1.379147 5.209834 0.060093 -0.04 0.09 0.13 0.000
H -0.652744 3.298026 2.232623 0.03 0.01 0.03 0.003
H -0.285308 2.662423 0.642218 0.09 0.07 -0.05 0.019
H -3.332032 4.900402 0.014224 -0.15 0.08 -0.11 0.000
H -4.392155 3.521705 -0.249602 -0.02 0.15 -0.06 0.000
H -2.612636 4.664614 -2.176827 -0.12 -0.01 -0.03 0.000
H -3.541596 3.168222 -2.344593 -0.12 0.15 0.02 0.000
H -0.647186 4.133981 -3.697084 0.09 0.01 -0.04 0.000
H 0.693572 3.270179 -2.925909 0.09 0.09 -0.06 -0.001
H -0.687245 5.814243 -1.879697 -0.01 0.07 -0.12 0.000
H 0.927661 5.687430 -2.583020 -0.06 0.10 -0.03 0.000
O 0.084185 -4.176038 1.523751 0.18 0.45 0.00 -0.001
As -0.986934 -2.772187 1.849899 -0.93 -2.14 -0.81 0.042
O -2.420262 -3.421202 2.323734 0.17 0.40 0.13 -0.002
O -1.120198 -2.162486 0.259296 0.14 -0.62 1.36 0.083
C -0.070214 -2.201672 3.486986 0.39 0.89 -0.29 0.003
C -0.171793 -3.038687 4.583505 0.01 0.07 -0.10 0.001
C 0.513904 -2.702566 5.746290 0.10 0.11 0.04 0.000
C 1.297038 -1.553037 5.809714 -0.03 -0.19 0.10 0.001
C 1.407163 -0.712198 4.710805 -0.07 0.09 -0.17 0.001
C 0.712499 -1.043695 3.562954 -0.41 -0.75 0.03 0.014
S 0.710276 -0.104575 2.079455 0.28 -0.07 0.98 0.079
O 1.401719 1.130089 2.291284 0.06 -0.08 0.07 0.007
O -0.760995 0.012719 1.799277 0.82 0.44 0.09 0.018
O 1.283984 -1.047751 1.070896 -0.35 0.85 0.51 0.010
H 0.776997 -3.833895 0.937994 -0.04 -0.19 0.04 -0.001
H -0.775417 -3.932997 4.508382 -0.03 -0.01 0.08 0.000
H 0.442238 -3.347468 6.614256 0.00 0.01 -0.03 0.000
H 1.833041 -1.316064 6.721779 -0.05 -0.01 -0.04 0.000
H 2.008874 0.188291 4.732045 -0.03 -0.03 0.00 0.000
F 2.363789 -1.888937 -1.257630 -0.01 0.07 0.18 0.012
C 2.812341 -0.639233 -1.398590 -0.04 -0.13 -0.39 -0.011
F 3.520370 -0.290475 -0.340624 0.00 0.15 0.13 0.001
F 3.636121 -0.652350 -2.459339 0.00 0.03 0.07 0.000
S 1.405619 0.549936 -1.807854 0.33 0.16 -0.77 0.045
O 2.006812 1.370334 -2.814618 -0.15 0.22 0.02 0.001
O 0.347084 -0.379313 -2.279176 0.67 0.32 0.43 0.042
O 0.954929 1.252571 -0.586704 0.65 -0.66 -0.92 0.009
Cl -9.347977 -6.324334 2.558926 0.08 0.06 -0.05 0.000
C -8.077224 -5.363134 1.843253 -0.05 -0.04 -0.03 0.000
C -7.798441 -5.488837 0.494465 0.01 0.03 -0.09 0.000
C -6.781599 -4.716705 -0.050640 -0.08 -0.07 -0.05 0.000
C -6.040322 -3.830372 0.722192 0.10 -0.01 0.01 0.002
C -4.927672 -3.021180 0.079148 0.08 -0.07 0.20 0.007
C -5.408171 -1.613364 -0.242961 0.16 0.21 -0.12 -0.003
N -4.323749 -0.845149 -0.842284 -0.37 -0.24 -0.13 0.004
C -3.989221 -0.820963 -2.188951 -0.29 0.00 0.16 0.004
C -2.726328 -0.341472 -2.255081 0.15 0.08 0.29 0.059
N -2.265533 -0.104172 -0.970180 -0.75 0.29 -0.53 -0.058
C -3.252232 -0.413949 -0.160713 0.11 0.22 -0.13 0.099
O -4.499958 -3.585144 -1.132318 0.02 -0.05 -0.08 0.001
C -3.373896 -4.464731 -1.022481 0.06 0.00 -0.18 0.006
C -2.582708 -4.334453 -2.287018 -0.02 0.12 0.10 -0.002
C -2.940261 -4.885864 -3.475882 0.00 -0.05 -0.02 -0.001
Cl -4.296388 -5.915245 -3.757908 0.04 0.04 -0.01 0.000
S -1.884089 -4.458184 -4.756709 -0.01 -0.05 -0.11 0.000
C -0.924157 -3.511579 -3.693058 0.07 0.06 0.00 0.012
C -1.408419 -3.528287 -2.424994 0.07 -0.03 -0.10 0.009
C -6.354057 -3.728463 2.076626 -0.02 -0.09 -0.14 0.000
Cl -5.463968 -2.656827 3.103762 -0.04 0.06 0.02 0.000
C -7.366510 -4.488784 2.642201 -0.03 0.05 0.19 0.000
H -8.365688 -6.177606 -0.118817 0.04 0.03 0.04 0.000
H -6.535450 -4.804880 -1.104208 0.00 -0.01 0.11 0.000
H -4.081945 -2.938955 0.773086 -0.02 -0.10 0.11 -0.003
H -5.731224 -1.137130 0.680845 -0.08 0.15 -0.04 0.001
H -6.232822 -1.650314 -0.952163 -0.10 0.02 0.00 -0.001
H -4.673056 -1.148797 -2.954193 0.04 -0.04 0.10 0.000
H -2.106996 -0.157659 -3.115325 0.03 -0.02 0.04 -0.004
H -3.224065 -0.319224 0.913678 0.02 -0.16 -0.01 -0.005
H -3.726275 -5.490387 -0.888607 -0.03 -0.07 0.03 0.000
H -2.758282 -4.187698 -0.167803 0.00 0.02 0.07 0.001
H -0.060174 -2.979255 -4.070554 -0.13 -0.06 0.08 0.001
H -0.971172 -2.982310 -1.596455 -0.08 -0.15 -0.10 0.037
H -7.592071 -4.397004 3.697066 0.03 -0.01 -0.07 0.000
```
Forces are in eV/Å.

Output
Total charge: -1
LUMO (spin up / spin down), eV: 2.171 / 2.170
2S+1: 4
HOMO-LUMO gap (spin up / spin down), eV: 6.6 / 8.2



2.
Molecular formula: C44H50BN10O8PS2Ta
Method: DFT, ωB97M-V with the def2-TZVPD basis set

```
117
Properties=species:S:1:pos:R:3:forces:R:3:lowdin_charge:R:1
Ta -0.709648 0.081692 1.106050 0.94 1.94 0.39 1.928
C -5.232700 -3.730644 3.464101 -0.22 -0.09 0.13 -0.033
C -4.700111 -4.528660 2.463395 -0.16 -0.33 -0.06 -0.038
C -3.528284 -4.162532 1.817801 0.28 -0.05 -0.35 -0.060
C -2.886382 -2.984186 2.195974 -0.05 0.36 -0.23 -0.361
C -3.424259 -2.177716 3.202066 -0.02 0.02 -0.04 -0.101
C -4.597916 -2.551112 3.831072 0.02 0.26 0.21 -0.047
P -1.245695 -2.530264 1.573834 0.23 -0.26 0.55 1.040
C -0.715075 -3.756154 0.356071 -0.05 0.41 -0.01 -0.393
C -1.426833 -3.838071 -0.844534 -0.27 0.18 0.01 -0.111
C -1.059829 -4.771730 -1.796098 -0.28 0.04 -0.29 -0.057
C 0.028647 -5.601977 -1.571505 0.12 -0.23 -0.16 -0.024
C 0.735149 -5.521045 -0.381089 0.27 -0.19 0.11 -0.039
C 0.373712 -4.600892 0.590408 0.09 0.17 0.32 -0.071
C -0.222226 -2.718129 3.061872 0.17 0.16 0.02 -0.322
C -0.322099 -3.902053 3.767472 -0.18 0.14 -0.21 -0.049
C 0.400337 -4.093568 4.948941 0.02 -0.45 0.30 -0.016
C 1.223083 -3.102008 5.409189 0.18 -0.17 0.25 0.022
C 1.345963 -1.878166 4.719648 -0.27 0.05 -0.35 -0.141
C 2.171578 -0.853627 5.223993 0.15 -0.16 0.26 0.039
C 2.221134 0.362713 4.599055 0.14 0.65 -0.04 -0.031
C 1.475603 0.583799 3.432558 0.42 0.78 0.02 -0.122
C 0.672188 -0.387225 2.857599 -1.53 0.25 -2.23 -0.251
C 0.600160 -1.652875 3.517925 -0.30 -0.95 0.25 -0.195
H -6.143136 -4.034643 3.977598 0.18 0.06 -0.16 0.129
H -5.192974 -5.460836 2.190729 0.11 0.24 0.04 0.128
H -3.108320 -4.800173 1.037947 -0.14 0.17 0.24 0.115
H -2.905178 -1.276631 3.511394 -0.06 -0.02 0.05 0.081
H -5.008742 -1.926710 4.623358 0.07 -0.17 -0.18 0.122
H -2.277589 -3.179192 -1.035970 0.19 -0.16 0.01 0.121
H -1.625965 -4.832117 -2.724132 0.17 -0.01 0.34 0.103
H 0.332586 -6.319871 -2.333504 -0.09 0.18 0.21 0.134
H 1.577334 -6.185418 -0.198000 -0.16 0.16 -0.07 0.129
H 0.930530 -4.550143 1.528004 -0.14 -0.01 -0.33 0.111
H -0.976309 -4.691017 3.400776 0.08 0.10 0.12 0.131
H 0.295260 -5.032021 5.498658 0.08 0.33 -0.20 0.136
H 1.793287 -3.242574 6.329066 -0.15 0.04 -0.24 0.141
H 2.767240 -1.045191 6.121490 -0.23 0.09 -0.28 0.147
H 2.836360 1.168171 5.011125 -0.23 -0.31 -0.21 0.132
H 1.533700 1.572595 2.981477 0.05 -0.23 0.11 0.087
B -3.757096 1.192795 0.859586 -0.10 0.45 0.00 -0.427
N -3.283162 1.332924 2.311630 -0.69 0.12 0.53 -0.077
C -3.908712 1.840311 3.368996 0.13 -0.18 -0.22 0.011
C -3.037845 1.821782 4.459335 0.57 -0.09 0.25 0.016
C -1.868819 1.268719 3.972265 -0.11 0.14 0.72 -0.090
N -2.022708 0.970865 2.654351 1.14 -0.98 -1.56 -0.133
N -2.899247 2.191240 0.067968 -0.15 0.30 -0.45 -0.094
C -3.264444 3.284979 -0.605918 0.07 -0.05 0.02 -0.013
C -2.154297 3.789912 -1.271034 0.24 0.08 -0.11 -0.004
C -1.120027 2.925228 -0.938642 0.04 0.01 -0.04 -0.153
N -1.576798 1.963490 -0.110374 0.64 -1.21 0.71 -0.107
H -4.923475 1.467328 0.756764 0.27 -0.25 0.01 0.107
H -3.473151 0.065102 0.486472 0.56 -0.52 -0.07 0.082
H -4.937681 2.173003 3.310804 0.16 -0.05 -0.11 0.157
H -3.231809 2.172392 5.467325 0.06 -0.13 -0.27 0.131
H -0.941667 1.052034 4.486126 -0.16 0.04 -0.12 0.116
H -4.282444 3.649554 -0.572716 0.09 -0.15 -0.03 0.150
H -2.114753 4.669015 -1.904615 0.02 -0.26 0.15 0.125
H -0.088156 2.927523 -1.268142 -0.19 0.00 0.10 0.118
C -2.796473 -3.629375 -7.082064 -0.56 0.05 -0.23 -0.107
C -1.513798 -3.977677 -6.368201 0.32 0.30 0.25 -0.276
S -1.205444 -2.923063 -4.934125 0.22 0.32 0.24 0.705
O -0.003459 -3.380446 -4.269861 0.00 -0.37 -0.74 -0.310
O -2.346547 -2.778729 -4.054975 -0.43 -0.13 -0.38 -0.322
C -0.871683 -1.212544 -5.544632 -0.47 -0.54 -0.43 -0.168
C 0.305194 -0.625435 -4.783940 0.52 0.20 -0.78 -0.116
N 0.292188 -0.902242 -3.354316 0.12 -0.07 1.09 0.057
C -0.572154 -0.421202 -2.439986 0.05 0.24 -0.14 -0.296
N -0.198086 -0.774830 -1.195992 -0.40 0.59 1.45 0.005
C 0.890997 -1.592255 -1.347871 0.68 -0.51 -0.45 -0.087
C 1.199526 -1.692407 -2.672037 -0.70 0.63 1.19 -0.124
N 2.188513 -2.565353 -3.233174 0.68 -0.20 -0.10 -0.335
O 2.517252 -3.474702 -2.500594 0.05 0.17 -0.22 0.133
O 2.629435 -2.323445 -4.338171 -0.04 -0.07 0.39 0.123
C -1.834268 0.242570 -2.806508 -0.65 0.30 -0.21 0.025
H -2.872129 -4.225227 -8.001330 0.04 0.18 0.25 0.100
H -2.838173 -2.571788 -7.367485 0.00 -0.18 0.00 0.082
H -3.672510 -3.856605 -6.461340 0.25 0.10 -0.15 0.091
H -0.618353 -3.849003 -6.999204 -0.25 -0.10 0.28 0.120
H -1.528121 -5.002637 -5.973292 0.14 0.28 0.05 0.119
H -1.808963 -0.649836 -5.406983 0.38 -0.33 -0.15 0.102
H -0.626112 -1.246908 -6.620262 -0.11 0.04 0.44 0.126
H 0.341645 0.470636 -4.912056 -0.06 -0.45 -0.03 0.154
H 1.252093 -1.050693 -5.165037 -0.62 0.35 0.25 0.130
H 1.374034 -2.102267 -0.530447 0.00 -0.05 -0.05 0.121
H -1.684732 1.076087 -3.513352 -0.05 -0.27 0.28 0.113
H -2.356446 0.609960 -1.914730 0.21 -0.11 -0.36 0.065
H -2.482589 -0.514279 -3.287951 0.23 0.31 0.19 0.094
C 4.516230 8.973362 -0.226730 0.26 0.53 -0.37 -0.120
C 4.108986 7.700563 0.472748 0.34 -0.83 0.15 -0.292
S 5.267298 6.388153 -0.071448 -0.64 0.01 0.83 0.664
O 5.093951 6.197834 -1.484461 -0.09 0.01 -0.31 -0.304
O 6.561686 6.637525 0.474950 0.05 0.00 0.20 -0.273
C 4.598073 4.831008 0.705525 0.43 0.60 0.10 -0.176
C 3.660316 4.252076 -0.331508 0.22 0.80 -0.53 -0.170
N 3.055179 2.984220 0.028903 -0.37 -1.04 0.20 0.075
C 1.831175 2.800638 0.563494 -0.02 0.09 0.03 -0.343
N 1.503146 1.501132 0.584779 -1.18 -0.71 0.06 0.023
C 2.572770 0.828390 0.074529 0.62 -0.43 -0.28 -0.042
C 3.540470 1.727561 -0.275649 -1.34 -0.20 0.53 -0.104
N 4.823625 1.419055 -0.812394 0.62 -0.27 -0.35 -0.318
O 4.931124 0.284513 -1.241190 0.13 0.37 0.11 0.128
O 5.679722 2.281207 -0.780232 -0.26 -0.31 -0.04 0.143
C 1.028198 3.888357 1.155004 -0.32 0.51 0.47 0.004
H 3.845006 9.798903 0.040831 0.16 -0.25 -0.01 0.092
H 4.480228 8.839705 -1.317053 0.03 0.10 0.32 0.088
H 5.540327 9.252298 0.059190 -0.33 -0.03 -0.11 0.094
H 3.099614 7.371106 0.185779 0.23 0.04 0.12 0.094
H 4.204484 7.770045 1.567742 -0.06 -0.09 -0.36 0.110
H 4.118304 5.088667 1.665815 0.21 -0.08 -0.39 0.106
H 5.472960 4.183171 0.878611 -0.33 0.31 -0.06 0.108
H 4.236976 4.102596 -1.254223 -0.37 0.06 0.29 0.129
H 2.854743 4.967176 -0.559370 0.20 -0.36 0.04 0.130
H 2.625923 -0.252034 0.004819 0.06 0.36 -0.01 0.112
H 0.862688 4.715789 0.448510 -0.02 -0.25 0.25 0.100
H 1.555806 4.305477 2.036135 -0.26 -0.15 -0.42 0.112
H 0.051866 3.497209 1.490812 0.46 0.24 -0.19 0.077
```
Forces are in eV/Å.

Output
Total charge: +3
LUMO, eV: -10.503
HOMO-LUMO gap, eV: 5.3



3.
Molecular formula: C7H11N
Method: DFT, ωB97M-V with the def2-TZVPD basis set

```
19
Properties=species:S:1:pos:R:3:forces:R:3:lowdin_charge:R:1
C -1.688057 0.825368 -0.370788 -2.13 2.64 2.57 -0.099
C -1.936900 -0.598932 -0.646638 -0.45 -5.24 1.45 -0.103
C -0.590269 -0.097492 -0.396002 1.55 -2.33 1.44 -0.581
C -0.108911 -0.452986 1.023686 1.92 0.87 4.12 -0.143
C 1.439536 -0.152288 0.883074 -0.94 -1.16 -1.27 -0.172
C 1.027890 1.113280 0.008960 7.12 0.72 -0.11 -0.130
C 1.537134 -0.869636 -0.574753 4.32 -0.87 -0.64 -0.203
H -2.025607 1.416567 -1.255400 0.80 0.05 1.14 0.129
H -1.770250 1.246818 0.848623 -0.77 -0.81 -4.13 0.185
H -2.266781 -1.560749 0.022338 0.48 3.01 -1.02 0.160
H -1.990359 -0.977081 -1.619966 -1.00 0.37 -1.87 0.080
H -0.199209 -1.489206 1.619735 -0.87 2.43 -1.58 0.159
H -0.345903 0.599179 1.506231 -0.68 -3.27 1.19 0.099
H 2.254680 -0.201028 1.764917 -2.25 0.09 -2.08 0.164
H 2.050195 1.795535 -0.138203 -2.70 -1.56 -0.43 0.160
H 0.282761 1.688216 0.549169 0.08 0.53 -0.98 0.074
H 1.152446 -1.874047 -0.993276 1.24 0.84 1.54 0.149
H 2.481616 -0.474312 -1.132238 -0.56 -1.86 1.26 0.136
N 0.695989 0.062793 -1.099468 -5.16 5.54 -0.61 -0.064
```
Forces are in eV/Å.

Output
Total charge: 0
LUMO, eV: 1.043
HOMO-LUMO gap, eV: 9.9
SMILES: C1[C@H]2CN1[C@]1(CC1)C2



4.
Molecular formula: C11H17N2
Method: DFT, ωB97M-V with the def2-TZVPD basis set

```
30
Properties=species:S:1:pos:R:3:forces:R:3:lowdin_charge:R:1
C 2.310194 0.679416 1.053666 -0.55 1.22 0.79 -0.151
C 1.870897 2.136627 1.398879 3.91 0.50 0.25 -0.079
N 1.861326 -0.232274 2.227546 2.85 0.75 0.83 0.167
H 1.796795 0.481798 0.065820 0.71 -0.80 1.35 0.142
H 3.392153 0.462454 1.100226 -0.49 0.77 -0.83 0.123
H 2.466253 2.853284 0.755215 -0.80 -0.91 0.25 0.105
H 2.251026 2.489962 2.416824 -1.07 -0.75 -0.98 0.104
H 0.987941 -0.653322 2.067180 -2.38 -0.67 -0.23 0.034
H 2.547076 -1.013246 2.242804 -0.60 0.50 0.35 0.170
H 1.896018 0.265045 3.186883 -0.15 -0.86 -2.05 0.206
H 0.852134 2.263676 1.177709 -1.36 0.28 0.21 0.041
C -1.486932 1.202986 -3.021890 -0.49 2.27 -0.24 -0.043
C -1.359061 -0.176692 -0.948319 0.41 -3.06 3.38 -0.130
C -1.418124 -0.058414 -2.328682 -0.35 -1.31 -0.61 -0.279
C -0.948718 -1.561987 -0.684643 0.33 -0.36 -1.91 -0.202
C -1.157041 -1.292525 -2.857516 0.99 -0.62 -1.73 -0.030
C -1.288950 0.036994 1.478361 0.16 0.68 1.22 -0.144
C -0.902638 -1.321357 1.617261 0.15 -1.77 1.59 -0.168
C -1.635993 0.558285 0.228355 0.15 1.34 -1.03 -0.031
C -0.694954 -2.194601 0.502928 -1.12 2.96 1.55 -0.017
N -0.840182 -2.234053 -1.910622 -0.73 2.06 1.55 0.093
H -1.228915 0.718192 2.437402 -0.79 -1.47 -2.03 0.142
H -0.920874 -1.785141 2.689305 0.36 0.99 -1.97 0.139
H -2.123087 1.555516 0.058221 0.80 -0.82 0.72 0.129
H -0.485962 -3.234865 0.505161 0.16 -0.70 0.49 0.107
H -1.705768 2.022555 -2.280572 0.14 -0.66 -0.93 0.098
H -2.184432 1.283441 -3.854914 -0.21 -0.14 0.16 0.091
H -1.050365 -1.571407 -3.918938 -0.21 0.34 0.68 0.145
H -0.289706 -3.069355 -1.959933 -0.18 -0.21 -0.67 0.153
H -0.510121 1.389004 -3.443717 0.35 0.43 -0.17 0.084
```
Forces are in eV/Å.

Output
Total charge: +1
LUMO, eV: -3.104
HOMO-LUMO gap, eV: 7.7



One value per record, in order, for ΔE to the lowest compared entry with this formula, charge and spin: 31.8 0.0 186.8 39.2 kcal/mol.